Run w
{"formula": "C2H6NO2P", "method": "ωB97M-V/def2-TZVPD", "gap_ev": [6.159, 8.657], "s_squared": 2.006, "e_lumo_ev": [0.87, -1.35], "homo_ev": [-5.3, -10.0], "multiplicity": 3, "charge": 0, "elements": ["P", "O", "O", "N", "C", "C", "H", "H", "H", "H", "H", "H"], "positions_angstrom": [[-0.7200, -0.1936, -0.1932], [0.2070, -0.5556, 1.0675], [-2.1828, -0.0359, 0.0443], [-0.4231, 1.9521, 0.1133], [0.9551, -1.5117, 0.3300], [0.2135, -1.4103, -0.9437], [2.0398, -1.5617, 0.3806], [0.5266, -2.4690, 0.7627], [0.3124, 2.4685, -0.4206], [0.6264, -1.4485, -1.9662], [-1.3458, 2.5244, -0.2396], [-0.2091, 2.2413, 1.0650]]}

Run x
{"formula": "C2H6NO2P", "method": "ωB97M-V/def2-TZVPD", "gap_ev": [6.555, 8.514], "s_squared": 2.008, "e_lumo_ev": [1.01, -2.19], "homo_ev": [-5.5, -10.7], "multiplicity": 3, "charge": 0, "elements": ["P", "O", "O", "N", "C", "C", "H", "H", "H", "H", "H", "H"], "positions_angstrom": [[0.7680, 0.2949, 0.2568], [0.1765, 1.3430, 1.1213], [-0.8825, -2.4906, -0.1213], [-1.6957, -0.7806, 1.2334], [-0.9280, -1.4383, 0.4133], [1.0782, 0.9284, -1.4320], [1.6228, 1.8677, -1.3301], [1.6382, 0.2172, -2.0285], [2.0627, -0.0525, 0.6896], [-2.5631, -1.1705, 1.5851], [0.1140, 1.1283, -1.8965], [-1.3910, 0.1532, 1.5087]]}

The energy of each structure relative to the most stable one, in kJ/mol, is as follows: run w 83.2; run x 0.0.